DFT (wB97M-V/def2-TZVPD) results for C25H19BrF2N2ORuTe as an isolated structure.

```
52
Properties=species:S:1:pos:R:3:mulliken_charge:R:1
Ru 0.1912 0.5970 0.2386 0.742
Br 3.4809 6.8806 -1.7725 -0.092
C 2.9347 5.1765 -1.2311 -0.341
C 3.8252 4.1068 -1.2858 -0.395
C 3.4276 2.8463 -0.8762 -0.683
C 2.1247 2.6384 -0.4446 0.542
O 1.8144 1.3527 -0.1122 -0.461
C 1.2186 3.7100 -0.3680 0.129
C -0.0952 3.5993 0.2171 0.238
N -0.6393 2.4910 0.5610 0.211
C -1.8815 2.4385 1.2528 0.050
C -2.8184 3.4316 1.3560 -0.756
C -3.9800 3.2258 2.1286 -1.069
C -4.1830 2.0503 2.7952 -0.894
C -3.2347 1.0050 2.6920 1.033
C -3.3476 -0.2310 3.3638 -0.401
C -2.3714 -1.1840 3.2179 -1.070
C -1.2951 -0.9301 2.3694 -0.143
N -1.1599 0.2168 1.7067 0.100
C -2.0999 1.2069 1.8915 0.793
C 1.6510 4.9824 -0.7535 -0.692
H 4.8351 4.2666 -1.6382 0.456
H 4.1152 2.0122 -0.8969 0.501
H -0.6138 4.5351 0.4127 0.329
H -2.6951 4.3788 0.8482 0.396
H -4.7101 4.0201 2.1947 0.426
H -5.0652 1.9037 3.4041 0.452
H -4.2059 -0.4142 3.9986 0.491
H -2.4243 -2.1334 3.7301 0.436
H -0.5312 -1.6776 2.2105 0.483
H 0.9765 5.8252 -0.6711 0.501
C 0.2560 -3.4243 0.2985 -0.888
Te 1.5491 -1.7336 0.0523 0.411
C 1.6926 -2.4378 -1.9660 -0.932
C 1.5027 -3.9268 -1.8113 0.478
C 1.9986 -4.8135 -2.7594 -0.781
C 1.7821 -6.1743 -2.6122 -0.590
C 1.0790 -6.6546 -1.5159 -0.609
C 0.5893 -5.7752 -0.5636 -0.791
C 0.7968 -4.4093 -0.7120 0.566
H -0.7749 -3.1355 0.0899 0.483
H 0.3406 -3.7921 1.3192 0.615
H 2.6758 -2.1700 -2.3456 0.573
H 0.9220 -1.9712 -2.5708 0.408
H 2.5564 -4.4419 -3.6098 0.451
H 2.1739 -6.8626 -3.3483 0.409
H 0.9233 -7.7179 -1.3956 0.419
H 0.0520 -6.1532 0.2972 0.436
F -1.9742 0.6878 -1.3287 -0.204
C -0.6556 0.8318 -1.5908 0.221
F -0.3012 -0.0847 -2.4933 -0.281
H -0.4277 1.8318 -1.9733 0.292
```

Electronic energy   -4284.90288 Ha
Spin multiplicity   1
Energy relative to the best compared isomer or geometry (same formula, charge and spin)   0.065 eV
Total charge   +2
Maximum force   0.2 eV/Å
LUMO energy (spin up / spin down)   -8.663 / -8.655 eV

---

DFT (wB97M-V/def2-TZVPD) results for C28H66N9O10V as an isolated structure at a distorted geometry.

```
114
Properties=species:S:1:pos:R:3:mulliken_charge:R:1
V 1.6810 -0.8173 2.4742 0.883
C -0.6023 0.1366 -1.1371 -1.075
C -0.6201 0.1379 0.3893 1.303
C -1.8471 -0.5857 0.9269 -1.460
O 0.5679 -0.3338 0.9288 0.750
H -1.3664 0.6738 -1.6751 -0.044
H -0.6944 -0.9363 -1.3724 0.295
H 0.3901 0.3528 -1.5344 0.075
H -0.8317 1.1879 0.7019 0.138
H -1.7603 -1.6775 0.9476 0.089
H -2.7602 -0.2813 0.4133 0.261
H -1.9965 -0.3389 1.9852 0.210
C -5.2689 -1.3671 -3.0797 -0.799
C -5.6616 -1.4306 -1.6163 0.608
O -5.9879 -2.4723 -1.0857 -0.621
N -5.5133 -0.2757 -0.8957 -0.143
C -5.6760 -0.2862 0.5589 -0.968
H -5.0975 -2.4092 -3.3317 0.197
H -4.5723 -0.5750 -3.3314 0.151
H -6.1824 -1.1026 -3.6314 0.373
H -5.6649 0.6236 -1.3229 0.247
H -5.3810 -1.2726 0.9048 0.302
H -6.7013 -0.0709 0.8636 0.360
H -5.0114 0.4948 0.9302 0.297
C 1.4918 6.5338 -2.6846 -1.139
C 1.1555 5.0748 -2.7402 0.622
O 0.9646 4.5706 -3.8325 -0.614
N 1.1688 4.3807 -1.5664 -0.001
C 1.1693 2.9346 -1.4276 -0.227
H 2.0959 6.8142 -3.5444 0.340
H 2.0180 6.9054 -1.8011 0.339
H 0.5968 7.1535 -2.7839 0.262
H 1.3866 4.9493 -0.7669 0.202
H 0.7943 2.6579 -0.4449 -0.085
H 2.1936 2.5733 -1.5663 0.332
H 0.5405 2.4750 -2.1820 0.059
C 2.8425 -5.0500 2.0861 -1.541
C 2.0866 -3.9645 1.3683 0.511
O 1.8927 -2.8640 1.9103 -0.444
N 1.6751 -4.2209 0.1352 -0.045
C 0.8725 -3.3478 -0.6819 -0.547
H 2.1769 -5.8276 2.4626 0.440
H 3.2969 -4.6182 2.9742 0.313
H 3.5990 -5.4636 1.4224 0.503
H 1.8080 -5.1791 -0.1500 0.309
H 0.1574 -3.9692 -1.2259 0.527
H 1.4649 -2.7858 -1.4035 0.106
H 0.2307 -2.6419 -0.1587 -0.102
C 3.3175 -0.2731 -1.1936 -0.236
C 3.9593 -1.0946 -0.0988 0.435
O 3.5762 -0.9578 1.0737 -0.517
N 4.8691 -1.9997 -0.4634 -0.159
C 5.4515 -2.9424 0.4662 -0.692
H 2.5997 -0.9694 -1.6401 0.054
H 4.0046 0.1250 -1.9355 0.599
H 2.7204 0.5149 -0.7460 -0.546
H 5.0916 -2.0557 -1.4434 0.278
H 6.3968 -2.6419 0.9126 0.340
H 5.6489 -3.8831 -0.0537 0.368
H 4.7195 -3.2089 1.2239 0.065
C -1.2095 1.7122 4.1575 -1.115
C 0.0572 1.1478 4.7312 0.662
O 0.7898 0.3789 4.0818 -0.221
N 0.3685 1.5105 5.9772 -0.115
C 1.6034 1.1876 6.6615 -0.888
H -2.0065 1.7247 4.8959 0.528
H -1.4848 1.2091 3.2329 -0.065
H -1.0169 2.7268 3.7914 0.330
H -0.3054 2.1306 6.3981 0.257
H 1.8716 2.0557 7.2611 0.364
H 2.3931 0.8795 5.9875 0.236
H 1.4628 0.3888 7.3956 0.310
C 4.8337 1.9431 2.1851 -1.344
C 3.3499 1.9805 2.2365 0.563
O 2.6557 0.9880 2.4799 -0.394
N 2.7941 3.1910 2.0797 -0.071
C 1.3438 3.4189 2.1364 -0.383
H 5.1928 2.5125 1.3235 0.448
H 5.1715 0.9175 2.0253 0.187
H 5.4147 2.2775 3.0432 0.350
H 3.2408 3.8099 1.4193 0.373
H 1.0270 4.1209 1.3798 0.342
H 1.1383 3.7876 3.1481 0.344
H 0.7750 2.4874 2.1373 -0.414
C -3.3535 -3.1480 -5.9814 -1.041
C -2.1338 -2.9992 -5.0984 0.734
O -1.6645 -3.9297 -4.4825 -0.626
N -1.4985 -1.7970 -5.2097 -0.124
C -0.2529 -1.4781 -4.5860 -0.577
H -3.1932 -3.9543 -6.6903 0.328
H -3.6548 -2.2661 -6.5511 0.305
H -4.2136 -3.3198 -5.3326 0.232
H -1.8247 -1.1227 -5.8794 0.254
H 0.5852 -1.3311 -5.2775 0.414
H 0.0660 -2.3023 -3.9493 0.174
H -0.3046 -0.5487 -4.0105 -0.058
O -4.1531 3.7005 -4.7594 -0.622
C -3.0719 3.2321 -4.4887 0.287
N -1.9053 3.6543 -5.0477 -0.305
C -2.8782 2.2129 -3.3897 -0.024
H -1.0071 3.3088 -4.7642 0.170
H -2.0012 4.4059 -5.7102 0.220
H -2.1017 1.4749 -3.5878 -0.159
H -3.8083 1.6891 -3.1757 0.120
H -2.6041 2.7321 -2.4656 0.278
O -0.0462 -1.9076 3.2766 -0.297
C -0.7526 -2.2413 4.2529 0.619
N -2.0361 -2.5565 4.0264 -0.337
C -0.1913 -2.3291 5.6303 -0.899
H -2.2413 -2.4938 3.0364 0.174
H -2.5987 -3.1713 4.5897 0.266
H 0.6391 -3.0356 5.6390 0.294
H -0.9223 -2.6818 6.3560 0.440
H 0.1871 -1.3621 5.9533 -0.059
```

Electronic energy   -3295.39964 Ha
Spin multiplicity   3
Total charge   +2
Maximum force   3.7 eV/Å
LUMO energy (spin up / spin down)   -6.045 / -5.095 eV